# 1
The following is a quantum chemistry calculation of a cluster of 2 separate species, C21H23F3N2O4S3 in total in a non-equilibrium geometry, from OMol25.

XYZ file:
```
56
Properties=species:S:1:pos:R:3:nbo_charge:R:1
O -0.629 -1.913 4.445 -0.8956
S -1.383 -2.416 3.331 2.2767
O -2.760 -2.092 3.107 -0.9043
C -1.274 -4.201 3.380 -0.2530
C -2.400 -5.040 3.446 -0.2036
C -2.213 -6.422 3.585 -0.2159
C -0.905 -6.926 3.646 -0.1808
C 0.202 -6.081 3.490 -0.2093
C 0.010 -4.708 3.402 -0.2161
N -0.463 -1.942 1.915 -1.0730
S -1.298 -1.045 0.644 0.4452
C -1.667 -2.572 -0.404 0.8517
F -1.992 -2.076 -1.633 -0.3291
F -2.682 -3.347 0.033 -0.3087
F -0.572 -3.362 -0.543 -0.3176
S 1.124 -1.236 2.318 2.2723
O 0.836 0.101 2.768 -0.8990
O 1.884 -2.154 3.124 -0.9029
C 1.813 -1.207 0.658 -0.2701
C 2.593 -2.231 0.119 -0.1920
C 2.834 -2.220 -1.257 -0.2242
C 2.211 -1.272 -2.074 -0.1784
C 1.357 -0.317 -1.521 -0.2175
C 1.341 -0.166 -0.138 -0.2057
H -3.404 -4.614 3.414 0.2444
H -3.078 -7.097 3.660 0.2269
H -0.753 -7.987 3.825 0.2193
H 1.229 -6.441 3.471 0.2236
H 0.841 -4.015 3.378 0.2566
H 2.996 -3.008 0.760 0.2403
H 3.486 -2.971 -1.700 0.2248
H 2.367 -1.287 -3.153 0.2237
H 0.734 0.336 -2.139 0.2326
H 0.952 0.719 0.363 0.2517
C 1.474 6.432 -2.818 -0.6000
C 0.700 5.834 -1.622 -0.4223
C -0.158 4.613 -1.841 -0.1002
C 0.241 3.254 -1.602 -0.0750
C 1.652 2.852 -1.593 -0.6337
C -0.910 2.460 -1.599 -0.1109
N -1.936 3.256 -2.090 -0.5105
C -1.485 4.547 -2.268 0.1465
C -2.242 5.610 -2.968 -0.6467
H 2.125 7.226 -2.427 0.2072
H 2.089 5.680 -3.335 0.2028
H 0.773 6.873 -3.542 0.2019
H 1.418 5.588 -0.820 0.2111
H 0.073 6.635 -1.191 0.2116
H 1.873 2.086 -2.344 0.2162
H 2.251 3.723 -1.875 0.2185
H 1.993 2.484 -0.624 0.2130
H -1.062 1.401 -1.393 0.2006
H -2.915 2.974 -2.235 0.4125
H -2.180 6.589 -2.446 0.2275
H -1.806 5.736 -3.986 0.2220
H -3.305 5.356 -3.103 0.2145
```

Results
Electronic energy, eV: -73975.822
HOMO-LUMO gap, eV: 7.7
SMILES string: O=S(=O)(c1ccccc1)N(SC(F)(F)F)S(=O)(=O)c1ccccc1.CCc1c(C)c[nH]c1C
Maximum force, eV Å⁻¹: 2.72
HOMO energy, eV: -7.73

***

# 2
The following is a quantum chemistry calculation of the molecule C21H23F5O7 in a non-equilibrium geometry, from OMol25.

XYZ file:
```
56
Properties=species:S:1:pos:R:3:nbo_charge:R:1
C -0.435 -0.756 4.502 -0.6317
C 0.744 0.206 3.917 -0.4191
C 0.233 1.218 2.776 -0.4420
C 0.596 0.705 1.259 0.2575
C 2.132 1.182 1.139 -0.4629
C 3.111 0.095 0.472 -0.0868
O 3.243 0.339 -0.964 -0.5522
C 4.373 -0.395 -1.430 0.7992
O 5.493 0.199 -1.438 -0.5502
C 4.325 -1.889 -1.990 -0.5126
C 3.591 -2.948 -1.032 -0.6331
O 0.350 -0.739 1.415 -0.5163
C -1.089 -0.791 1.244 0.9805
O -1.841 -1.747 1.491 -0.5398
O -1.616 0.443 0.683 -0.5305
C -0.470 1.233 0.179 0.2033
C -1.022 2.736 0.378 -0.5277
C 0.092 3.871 0.222 0.7747
O 0.077 4.828 1.054 -0.5386
O 1.081 3.938 -0.800 -0.7291
C -0.376 0.668 -1.343 0.6779
F 0.089 1.649 -2.281 -0.3439
F 0.472 -0.468 -1.479 -0.3350
C -1.853 0.219 -1.839 -0.0754
C -2.908 1.250 -2.297 -0.2059
C -4.363 0.912 -2.749 -0.2172
C -4.773 -0.580 -2.731 -0.2174
C -3.717 -1.648 -2.281 -0.0321
C -4.236 -3.166 -2.268 0.9590
F -4.693 -3.435 -0.926 -0.3381
F -5.360 -3.315 -3.112 -0.3249
F -3.169 -4.044 -2.566 -0.3221
C -2.268 -1.301 -1.832 -0.2049
H -0.369 -1.739 3.892 0.2239
H -0.298 -0.973 5.614 0.2233
H -1.487 -0.339 4.258 0.2118
H 1.057 0.871 4.813 0.2145
H 1.660 -0.404 3.597 0.2175
H 0.719 2.264 2.888 0.2263
H -0.886 1.373 2.938 0.2197
H 2.544 1.365 2.203 0.2375
H 2.268 2.156 0.558 0.2685
H 2.857 -0.983 0.746 0.2010
H 4.162 0.298 0.919 0.1948
H 5.422 -2.233 -2.084 0.2429
H 3.871 -1.931 -3.042 0.2440
H 4.102 -3.059 -0.001 0.2153
H 2.474 -2.740 -0.902 0.2223
H 3.668 -3.994 -1.515 0.2248
H -1.456 2.858 1.441 0.2861
H -1.881 2.982 -0.356 0.2698
H 0.805 4.605 -1.475 0.5108
H -2.607 2.354 -2.274 0.2193
H -5.073 1.764 -3.053 0.2445
H -5.846 -0.851 -3.031 0.2526
H -1.520 -2.114 -1.506 0.2661
```

Results
Electronic energy, eV: -50062.011
HOMO-LUMO gap, eV: 9.4
SMILES string: CCC[C@@]1(CCOC(=O)CC)OC(=O)O[C@]1(CC(=O)O)C(F)(F)c1cccc(C(F)(F)F)c1
Maximum force, eV Å⁻¹: 5.18
HOMO energy, eV: -9.62

***

# 3
The following is a quantum chemistry calculation of a structure of composition C21H23GeNPtS3Sb, from OMol25.

XYZ file:
```
51
Properties=species:S:1:pos:R:3:mulliken_spin:R:1
Pt 0.865 -1.046 0.333 0.5507
S 3.620 -4.092 1.010 0.9155
Sb 1.642 -3.641 2.182 -0.0243
S 1.935 -1.227 2.430 0.5086
S 0.148 -3.232 0.297 0.3624
Ge -1.168 -0.340 1.692 0.1690
C -1.729 1.347 0.880 0.0151
C -1.811 2.487 1.682 0.0058
C -2.308 3.679 1.163 -0.0019
C -2.720 3.744 -0.162 0.0090
C -2.627 2.619 -0.975 0.0019
C -2.129 1.429 -0.458 0.0246
C -2.676 -1.575 1.715 0.0250
C -3.362 -1.943 0.557 0.0049
C -4.421 -2.837 0.617 0.0004
C -4.800 -3.387 1.839 0.0067
C -4.123 -3.030 2.996 -0.0011
C -3.065 -2.126 2.933 0.0159
H -0.940 0.000 3.177 -0.0008
H -1.488 2.444 2.718 0.0011
H -2.371 4.558 1.793 0.0000
H -3.113 4.672 -0.563 0.0004
H -2.940 2.672 -2.012 0.0008
H -2.045 0.563 -1.107 0.0012
H -3.068 -1.537 -0.406 -0.0010
H -4.949 -3.113 -0.289 0.0002
H -5.622 -4.092 1.886 0.0005
H -4.418 -3.452 3.949 0.0000
H -2.545 -1.847 3.844 0.0019
C 0.853 1.768 -0.613 0.0414
N 2.226 2.227 -0.596 0.0097
C 2.593 2.868 -1.847 0.0039
C 3.180 1.209 -0.154 0.0343
C 3.326 -0.013 -1.048 0.0097
C 4.351 -0.005 -1.995 0.0122
C 4.512 -1.041 -2.904 -0.0029
C 3.625 -2.107 -2.885 0.0035
C 2.588 -2.140 -1.956 0.0054
C 2.439 -1.102 -1.032 0.3532
H 0.169 2.620 -0.620 0.0014
H 0.634 1.228 0.310 -0.0240
H 0.608 1.116 -1.464 -0.0159
H 1.943 3.729 -2.016 -0.0013
H 2.508 2.201 -2.720 0.0011
H 3.623 3.228 -1.790 -0.0004
H 2.880 0.915 0.847 -0.0205
H 4.156 1.690 -0.066 -0.0020
H 5.051 0.826 -1.998 0.0008
H 5.327 -1.016 -3.620 0.0006
H 3.730 -2.923 -3.594 0.0008
H 1.907 -2.978 -1.958 -0.0032
```

Results
Electronic energy, eV: -122443.910
HOMO-LUMO gap (spin up / spin down), eV: 6.7 / 5.8
Maximum force, eV Å⁻¹: 0.73
Spin multiplicity: 4
HOMO energy (spin up / spin down), eV: -7.75 / -8.28

***

# 4
The following is a quantum chemistry calculation of a structure of composition C21H23IN5O2S4SbW, from OMol25.

XYZ file:
```
58
Properties=species:S:1:pos:R:3:mulliken_spin:R:1
W -1.511 0.215 -0.465 0.0237
C 1.714 -3.095 2.232 0.1612
C 2.771 -3.529 1.381 0.1838
C 3.080 -2.740 0.311 -0.1249
C 2.393 -1.547 -0.007 0.2921
N 1.309 -1.184 0.820 0.1968
C 1.048 -1.955 1.911 -0.0261
C 2.826 -0.779 -1.154 -0.0277
C 4.174 -0.851 -1.596 0.1116
C 4.552 -0.167 -2.728 -0.0438
C 3.615 0.602 -3.414 0.1239
C 2.326 0.641 -2.899 -0.0547
N 1.938 -0.027 -1.824 0.1003
H 1.423 -3.633 3.123 0.0132
H 3.304 -4.454 1.560 0.0204
H 3.862 -3.056 -0.367 0.0243
H 0.249 -1.586 2.539 -0.0240
H 4.918 -1.388 -1.025 0.0176
H 5.584 -0.210 -3.063 -0.0029
H 3.872 1.162 -4.304 0.0125
H 1.553 1.229 -3.381 -0.0002
S -1.424 -0.585 4.374 0.4101
Sb -2.887 0.215 2.781 -0.0439
S -1.824 1.829 1.443 -0.0036
S -2.138 -1.617 1.431 0.6063
S -5.074 0.379 3.281 -0.0100
C -0.750 -4.293 -3.069 0.0010
C 0.365 -3.813 -2.130 0.0009
C 1.640 -3.501 -2.924 -0.0077
C 0.633 -4.826 -1.014 -0.0022
C -0.100 -2.561 -1.528 -0.0329
N -0.527 -1.587 -1.119 0.0273
H -0.415 -5.202 -3.574 -0.0005
H -0.982 -3.525 -3.808 0.0001
H -1.660 -4.511 -2.509 0.0001
H 1.985 -4.415 -3.413 0.0005
H 2.426 -3.130 -2.266 0.0144
H 1.438 -2.741 -3.680 0.0002
H 0.962 -5.766 -1.463 -0.0003
H -0.272 -5.011 -0.435 -0.0013
H 1.407 -4.464 -0.336 0.0101
C 0.498 0.054 0.699 0.0090
H 1.118 0.830 0.265 -0.0006
H 0.282 0.334 1.727 0.0050
I -1.301 -0.064 -3.738 -0.0019
C -0.550 2.130 -1.193 -0.0002
C -1.252 2.929 -2.123 0.0019
C -0.739 4.136 -2.544 0.0005
C 0.479 4.575 -2.033 0.0004
C 1.099 3.760 -1.110 0.0007
N 0.603 2.592 -0.702 0.0016
H -2.190 2.579 -2.524 0.0005
H -1.283 4.732 -3.269 0.0000
H 0.925 5.515 -2.334 0.0000
H 2.048 4.052 -0.664 -0.0002
O -3.148 1.221 -1.122 0.0040
N -3.504 0.165 -0.341 0.0047
O -3.095 -0.932 -1.063 0.0290
```

Results
Electronic energy, eV: -93499.741
HOMO-LUMO gap (spin up / spin down), eV: 4.8 / 5.7
Maximum force, eV Å⁻¹: 0.57
Total charge: -2
Spin multiplicity: 3
HOMO energy (spin up / spin down), eV: -0.52 / -2.54